1) This record from the OMol25 dataset describes 2 unconnected molecules or ions with the total composition C2H9NOS. The level of theory is ωB97M-V/def2-TZVPD.

Computed properties:
HOMO-LUMO gap   0.3630 Ha
Highest occupied orbital energy   -9.172 eV
2S+1   1
SMILES string   NCCS.O

Element x y z (Å)
N (1.342, -0.055, 0.412)
C (0.040, -0.054, -0.309)
C (-0.517, -1.496, -0.246)
S (-2.364, -1.620, -0.363)
H (1.096, 0.052, 1.417)
H (1.785, 0.859, 0.107)
H (-0.592, 0.632, 0.268)
H (0.308, 0.213, -1.348)
H (-0.428, -1.836, 0.766)
H (-0.004, -2.014, -1.012)
H (-2.591, -2.926, -0.579)
O (0.852, 3.006, 0.374)
H (1.121, 2.308, -0.160)
H (-0.047, 2.930, 0.672)

2) This record from the OMol25 dataset describes 2 unconnected molecules or ions with the total composition C2H9NOS. The level of theory is ωB97M-V/def2-TZVPD.

Computed properties:
HOMO-LUMO gap   0.3697 Ha
Highest occupied orbital energy   -9.097 eV
2S+1   1
SMILES string   NCO.CS

Element x y z (Å)
N (2.862, -2.737, 1.484)
C (4.099, -2.310, 0.815)
O (5.083, -3.301, 0.984)
H (2.357, -3.363, 0.859)
H (2.214, -1.949, 1.369)
H (3.957, -2.273, -0.268)
H (4.401, -1.342, 1.222)
H (4.729, -3.870, 1.681)
C (-4.881, 3.237, -1.803)
S (-5.058, 4.860, -0.962)
H (-5.342, 3.278, -2.777)
H (-3.847, 2.937, -1.657)
H (-5.371, 2.478, -1.212)
H (-5.203, 4.353, 0.267)

Which of them is most stable, and which least? Most stable: 2); least stable: 1).

1) This record from the OMol25 dataset describes 2 unconnected molecules or ions with the total composition C3H8O2S. The level of theory is ωB97M-V/def2-TZVPD.

Computed properties:
HOMO-LUMO gap   0.3565 Ha
Highest occupied orbital energy   -9.252 eV
2S+1   1
SMILES string   O=CCCS.O

Element x y z (Å)
O (-1.484, -1.957, -0.426)
C (-0.324, -1.636, -0.510)
C (0.106, -0.258, -0.959)
C (-0.154, 0.805, 0.115)
S (-0.814, 2.364, -0.571)
H (0.382, -2.474, -0.369)
H (-0.620, -0.064, -1.756)
H (1.063, -0.243, -1.435)
H (-0.934, 0.491, 0.806)
H (0.696, 0.937, 0.766)
H (-2.065, 2.227, -0.140)
O (3.103, -1.562, 2.284)
H (3.648, -1.742, 3.070)
H (2.351, -1.187, 2.765)

2) This record from the OMol25 dataset describes 2 unconnected molecules or ions with the total composition C3H8O2S. The level of theory is ωB97M-V/def2-TZVPD.

Computed properties:
HOMO-LUMO gap   0.3514 Ha
Highest occupied orbital energy   -9.034 eV
2S+1   1
SMILES string   O=CO.CCS

Element x y z (Å)
O (2.645, 0.532, -0.773)
C (2.233, 1.569, -1.186)
O (1.592, 2.504, -0.433)
H (2.347, 1.891, -2.225)
H (0.955, 2.044, 0.138)
C (-2.074, -1.080, 0.455)
C (-0.602, -1.003, 0.065)
S (0.549, -1.172, 1.455)
H (-2.726, -1.070, -0.414)
H (-2.377, -0.259, 1.109)
H (-2.207, -2.043, 0.950)
H (-0.422, -1.883, -0.557)
H (-0.332, -0.111, -0.498)
H (0.419, 0.080, 1.914)

Which of them is most stable, and which least? Most stable: 2); least stable: 1).

1) This record from the OMol25 dataset describes 6 unconnected molecules or ions with the total composition C16H44O6. The level of theory is ωB97M-V/def2-TZVPD.

Computed properties:
HOMO-LUMO gap   0.3783 Ha
Highest occupied orbital energy   -9.789 eV
2S+1   1
SMILES string   CC(C)O.CC(C)O.CC(C)O.CC(C)O.CC(C)O.CO

Element x y z (Å)
C (-0.407, -1.227, -2.716)
C (-0.785, -2.023, -1.442)
C (-0.571, -3.472, -1.640)
O (0.097, -1.544, -0.364)
H (0.634, -1.452, -2.914)
H (-0.675, -0.171, -2.668)
H (-1.056, -1.654, -3.509)
H (-1.799, -1.782, -1.088)
H (-0.808, -4.145, -0.814)
H (0.461, -3.650, -1.954)
H (-1.274, -3.846, -2.373)
H (0.029, -2.021, 0.442)
C (-3.281, 1.324, 3.298)
C (-3.850, 0.598, 2.065)
C (-4.091, -0.937, 2.195)
O (-5.118, 1.163, 1.766)
H (-2.302, 1.014, 3.539)
H (-3.917, 0.998, 4.172)
H (-3.334, 2.386, 3.189)
H (-3.204, 0.741, 1.220)
H (-4.916, -1.156, 2.901)
H (-3.215, -1.449, 2.512)
H (-4.310, -1.392, 1.173)
H (-4.925, 2.063, 1.585)
C (3.901, -1.018, -3.405)
C (5.230, -0.434, -3.003)
C (5.004, 0.731, -2.097)
O (6.029, -1.464, -2.302)
H (3.403, -1.366, -2.544)
H (3.985, -1.748, -4.176)
H (3.341, -0.295, -3.972)
H (5.875, 0.012, -3.839)
H (4.436, 0.481, -1.189)
H (4.404, 1.473, -2.596)
H (5.935, 1.266, -1.867)
H (6.042, -2.279, -2.837)
C (1.232, -4.021, 3.169)
C (0.276, -2.829, 3.202)
C (0.933, -1.533, 2.822)
O (-0.680, -2.959, 2.127)
H (0.668, -4.864, 3.532)
H (2.009, -3.703, 3.827)
H (1.657, -4.190, 2.212)
H (-0.176, -2.730, 4.190)
H (1.640, -1.653, 2.000)
H (1.602, -1.157, 3.697)
H (0.185, -0.838, 2.419)
H (-1.157, -3.780, 2.162)
C (-0.449, 5.326, -0.636)
C (-1.657, 4.665, -0.061)
C (-2.380, 3.868, -1.089)
O (-1.237, 3.750, 1.013)
H (-0.696, 5.887, -1.559)
H (0.252, 4.614, -0.971)
H (0.093, 5.870, 0.138)
H (-2.392, 5.329, 0.464)
H (-2.899, 4.478, -1.841)
H (-3.162, 3.324, -0.510)
H (-1.608, 3.308, -1.581)
H (-0.943, 2.942, 0.609)
C (0.945, 1.437, -0.823)
O (-0.235, 1.102, -0.003)
H (0.602, 2.224, -1.502)
H (1.786, 1.763, -0.258)
H (1.277, 0.489, -1.346)
H (-0.452, 0.152, -0.152)

2) This record from the OMol25 dataset describes 6 unconnected molecules or ions with the total composition C16H44O6. The level of theory is ωB97M-V/def2-TZVPD.

Computed properties:
HOMO-LUMO gap   0.3484 Ha
Highest occupied orbital energy   -9.039 eV
2S+1   1
SMILES string   CC(C)O.CC(C)O.CC(C)O.CC(C)O.CC(C)O.CO

Element x y z (Å)
C (2.387, 3.477, 2.657)
C (1.185, 2.726, 2.176)
C (0.536, 1.796, 3.138)
O (0.237, 3.473, 1.848)
H (2.096, 4.190, 3.446)
H (2.920, 3.923, 1.882)
H (3.120, 2.877, 3.193)
H (1.365, 2.122, 1.284)
H (1.351, 1.099, 3.497)
H (-0.166, 1.128, 2.676)
H (-0.002, 2.307, 3.976)
H (0.504, 3.932, 0.997)
C (-0.808, -3.407, 2.565)
C (-1.093, -2.239, 3.511)
C (0.022, -2.033, 4.546)
O (-1.360, -1.186, 2.921)
H (-1.594, -3.403, 1.790)
H (-0.804, -4.273, 3.200)
H (0.129, -3.254, 2.116)
H (-1.903, -2.587, 4.105)
H (0.099, -2.960, 5.096)
H (-0.121, -1.268, 5.326)
H (0.948, -1.766, 3.995)
H (-0.760, -1.133, 2.168)
C (1.991, 0.569, -3.343)
C (0.616, 1.002, -2.875)
C (-0.379, 1.142, -4.018)
O (0.115, 0.458, -1.888)
H (1.968, 0.118, -4.349)
H (2.448, -0.076, -2.628)
H (2.639, 1.397, -3.417)
H (0.727, 2.023, -2.536)
H (0.140, 1.245, -5.021)
H (-1.022, 2.029, -3.883)
H (-1.067, 0.262, -4.177)
H (-0.083, -0.476, -2.119)
C (-2.175, 1.213, 0.447)
C (-2.435, 2.739, 0.257)
C (-1.557, 3.262, -0.867)
O (-3.634, 2.989, 0.003)
H (-1.163, 1.001, 0.814)
H (-2.264, 0.582, -0.429)
H (-2.944, 0.833, 1.117)
H (-2.158, 3.256, 1.173)
H (-0.583, 2.863, -0.938)
H (-1.452, 4.328, -0.770)
H (-1.999, 3.058, -1.843)
H (-3.834, 3.917, -0.069)
C (-0.441, -2.521, -3.890)
C (-0.114, -3.089, -2.519)
C (1.303, -3.625, -2.507)
O (-0.312, -2.257, -1.615)
H (0.100, -1.609, -4.026)
H (-1.440, -2.055, -3.886)
H (-0.423, -3.098, -4.822)
H (-0.793, -3.893, -2.269)
H (1.462, -4.491, -3.214)
H (1.618, -3.944, -1.472)
H (1.948, -2.811, -2.791)
H (-1.145, -2.515, -1.248)
C (1.645, -1.394, 0.691)
O (0.453, -0.685, 0.946)
H (2.334, -1.457, 1.498)
H (2.050, -1.025, -0.172)
H (1.367, -2.491, 0.480)
H (0.205, -0.316, 0.068)

Which of them is most stable, and which least? Most stable: 1); least stable: 2).

1) This record from the OMol25 dataset describes a single C16H16BrN3O2S molecule. The level of theory is ωB97M-V/def2-TZVPD.

Computed properties:
HOMO-LUMO gap   0.3047 Ha
Highest occupied orbital energy   -8.299 eV
2S+1   1
SMILES string   O=C(CCC(=O)N/N=C/c1ccc(Br)s1)NCc1ccccc1

Element x y z (Å)
O (-0.963, -1.959, 1.868)
C (-0.001, -1.581, 2.532)
C (-0.232, -0.685, 3.756)
C (-1.517, 0.151, 3.753)
C (-1.637, 1.123, 2.588)
O (-1.320, 2.294, 2.814)
N (-1.959, 0.696, 1.310)
N (-1.937, 1.501, 0.213)
C (-2.244, 0.906, -0.899)
C (-2.395, 1.591, -2.183)
C (-2.505, 2.948, -2.387)
C (-2.666, 3.287, -3.764)
C (-2.852, 2.234, -4.583)
Br (-3.268, 2.165, -6.468)
S (-2.593, 0.732, -3.721)
N (1.297, -1.873, 2.131)
C (1.654, -2.630, 0.924)
C (2.321, -1.753, -0.085)
C (1.618, -0.699, -0.686)
C (2.229, 0.003, -1.710)
C (3.563, -0.248, -2.129)
C (4.280, -1.231, -1.510)
C (3.625, -1.992, -0.506)
H (-0.249, -1.341, 4.640)
H (0.583, 0.011, 3.822)
H (-1.526, 0.756, 4.691)
H (-2.394, -0.479, 3.769)
H (-2.064, -0.305, 1.205)
H (-2.520, -0.119, -0.825)
H (-2.461, 3.692, -1.585)
H (-2.739, 4.291, -4.130)
H (2.052, -1.459, 2.675)
H (2.274, -3.461, 1.249)
H (0.756, -3.072, 0.475)
H (0.575, -0.501, -0.462)
H (1.656, 0.800, -2.150)
H (4.023, 0.382, -2.870)
H (5.344, -1.440, -1.767)
H (4.193, -2.732, 0.007)

2) This record from the OMol25 dataset describes a single C16H16BrN3O2S molecule. The level of theory is ωB97M-V/def2-TZVPD.

Computed properties:
HOMO-LUMO gap   0.3242 Ha
Highest occupied orbital energy   -8.357 eV
2S+1   1
SMILES string   CC1(C)Cc2nc(N3CCOc4ccc(Br)cc43)sc2C(=O)N1

Element x y z (Å)
C (5.115, 0.416, 0.223)
C (3.685, -0.291, 0.072)
C (3.399, -0.725, -1.339)
C (2.615, 0.641, 0.631)
C (1.371, -0.145, 1.001)
N (0.226, 0.489, 0.865)
C (-0.788, -0.255, 0.959)
N (-2.019, 0.324, 0.901)
C (-2.151, 1.822, 1.126)
C (-1.988, 2.605, -0.176)
O (-2.818, 2.112, -1.228)
C (-3.385, 0.863, -1.031)
C (-4.475, 0.565, -1.849)
C (-5.202, -0.636, -1.685)
C (-4.819, -1.543, -0.667)
Br (-5.585, -3.332, -0.746)
C (-3.661, -1.289, 0.168)
C (-3.028, -0.104, 0.012)
S (-0.506, -1.954, 1.234)
C (1.205, -1.499, 1.120)
C (2.485, -2.180, 1.130)
O (2.555, -3.291, 1.509)
N (3.645, -1.406, 0.978)
H (5.183, 1.359, -0.342)
H (5.294, 0.696, 1.266)
H (5.900, -0.322, -0.061)
H (2.286, -0.888, -1.635)
H (3.772, 0.071, -2.005)
H (3.869, -1.694, -1.476)
H (2.944, 1.202, 1.498)
H (2.303, 1.320, -0.180)
H (-1.515, 2.150, 2.017)
H (-3.178, 2.217, 1.505)
H (-0.926, 2.550, -0.473)
H (-2.159, 3.625, 0.018)
H (-4.723, 1.400, -2.574)
H (-5.999, -0.785, -2.527)
H (-3.400, -2.046, 0.903)
H (4.474, -2.042, 0.856)

Which of them is most stable, and which least? Most stable: 1); least stable: 2).